[1]
The following is a quantum chemistry calculation of a structure of composition C9H13HgN3S5, from the Open Molecules 2025 dataset.

Summary:
- lowest unoccupied orbital energy (alpha / beta) (Eh) = 0.0975 / 0.0509
- ⟨S²⟩ = 0.757
- Kohn-Sham gap (alpha / beta) (Ha) = 0.276 / 0.240
- largest force on an atom (eV/Å) = 0.08
- electronic energy (hartree) = -2659.46659
- ΔE to the lowest compared entry with this formula, charge and spin (kJ/mol) = 0.00
- charge = -1
- spin multiplicity = 2

XYZ file:
```
31
Properties=species:S:1:pos:R:3:forces:R:3
Hg 2.049 0.606 -1.506 0.0054 -0.0373 0.0013
S -2.079 -1.499 2.437 0.0057 -0.0035 -0.0060
C -1.295 -1.250 0.954 -0.0398 -0.0562 0.0123
S 0.354 -1.106 1.337 -0.0139 0.0545 -0.0118
S -1.989 -1.176 -0.562 0.0212 0.0237 0.0248
C -3.261 2.078 0.933 0.0075 -0.0063 -0.0040
C -2.066 2.757 0.354 -0.0014 0.0011 -0.0164
C -1.709 4.088 0.270 0.0149 0.0066 0.0120
C -0.456 4.096 -0.379 -0.0225 -0.0169 0.0689
N -0.072 2.863 -0.670 0.0072 0.0528 -0.0556
N -1.061 2.074 -0.221 0.0117 -0.0120 -0.0211
C 0.400 5.269 -0.735 -0.0068 -0.0001 -0.0113
H -3.907 2.812 1.412 -0.0007 -0.0022 0.0022
H -2.969 1.329 1.672 -0.0015 0.0057 0.0026
H -3.831 1.557 0.163 -0.0051 0.0021 -0.0028
H -2.270 4.932 0.637 -0.0001 -0.0003 0.0035
H -1.019 1.070 -0.364 0.0057 0.0001 0.0129
H 0.067 6.163 -0.208 0.0034 -0.0003 0.0036
H 0.361 5.475 -1.807 -0.0044 0.0068 -0.0014
H 1.441 5.080 -0.472 -0.0010 -0.0053 -0.0050
S 1.419 -2.816 -4.685 -0.0009 -0.0006 -0.0005
C 0.682 -3.490 -3.371 0.0085 -0.0013 0.0108
N 0.754 -3.083 -2.107 0.0002 -0.0019 0.0043
C 0.186 -3.936 -1.077 -0.0099 0.0093 -0.0145
C -0.939 -4.690 -1.765 -0.0045 -0.0065 -0.0010
S -0.340 -4.927 -3.467 -0.0006 -0.0017 -0.0007
H 1.235 -2.223 -1.879 0.0091 -0.0015 -0.0133
H -0.177 -3.327 -0.254 0.0081 -0.0081 0.0056
H 0.951 -4.628 -0.707 0.0010 -0.0016 0.0019
H -1.849 -4.091 -1.781 0.0036 0.0023 -0.0026
H -1.135 -5.653 -1.300 0.0001 -0.0014 0.0013
```
Forces are in eV/Å.


[2]
The following is a quantum chemistry calculation of a structure of composition C15H16ClInN4O4PS3, from the Open Molecules 2025 dataset.

Summary:
- lowest unoccupied orbital energy (Eh) = -0.1619
- Kohn-Sham gap (Ha) = 0.246
- largest force on an atom (eV/Å) = 0.54
- electronic energy (hartree) = -3286.95255
- ΔE to the lowest compared entry with this formula, charge and spin (kJ/mol) = 298.33
- charge = +1

XYZ file:
```
45
Properties=species:S:1:pos:R:3:forces:R:3
In -1.113 2.076 0.824 -0.0706 0.0957 0.0393
C -3.846 -1.990 3.871 0.0030 0.0263 0.0124
C -3.722 -0.520 4.013 0.0892 -0.0176 0.0813
N -4.262 0.206 4.934 0.1469 0.2011 -0.1170
N -3.851 1.480 4.646 -0.1169 -0.0092 0.0935
C -3.094 1.572 3.554 -0.2070 -0.0005 -0.0811
S -2.517 3.000 2.853 0.1257 -0.0082 -0.1370
N -2.992 0.283 3.148 0.0821 -0.2411 -0.2134
N -2.222 -0.124 2.053 0.2114 0.0965 0.2950
H -4.483 -2.358 4.671 0.0112 0.0007 -0.0044
H -2.872 -2.476 3.947 -0.0081 0.0123 -0.0081
H -4.302 -2.260 2.916 0.0096 0.0090 0.0103
H -4.149 2.252 5.220 -0.0201 -0.0186 0.0191
H -2.676 -0.908 1.597 -0.1064 0.1036 -0.1169
H -1.313 -0.418 2.413 0.0292 -0.0383 -0.0852
S -0.884 1.027 -4.225 0.0909 -0.1485 -0.2153
P 0.362 0.536 -2.762 -0.1905 0.0877 -0.0642
S -1.095 1.712 -1.900 -0.1388 0.1357 0.3868
C 2.018 1.158 -2.912 0.0452 0.0122 -0.0467
C 2.898 1.126 -1.829 0.0219 -0.0263 -0.0626
C 4.201 1.556 -2.010 -0.0022 0.0035 0.0277
C 4.625 1.992 -3.260 0.0150 0.0106 0.0055
C 3.749 2.014 -4.335 -0.0140 -0.0064 -0.0115
C 2.436 1.602 -4.167 0.0428 0.0966 0.0918
C 0.330 -1.158 -2.206 -0.0057 -0.0045 0.1736
C 0.070 -2.166 -3.129 -0.0212 -0.0129 0.0026
C 0.072 -3.488 -2.707 0.0035 -0.0210 -0.0229
C 0.330 -3.794 -1.379 0.0047 -0.0188 0.0093
C 0.591 -2.784 -0.461 0.0022 0.0451 0.0212
C 0.591 -1.459 -0.868 0.0391 -0.0786 -0.0878
H 2.575 0.788 -0.854 0.0396 0.0076 -0.0393
H 4.886 1.552 -1.173 -0.0025 -0.0069 -0.0160
H 5.648 2.319 -3.394 -0.0243 -0.0064 0.0018
H 4.086 2.354 -5.306 -0.0139 -0.0043 0.0252
H 1.740 1.638 -4.995 0.0162 -0.0196 0.0002
H -0.142 -1.922 -4.162 -0.0081 -0.0024 0.0097
H -0.128 -4.278 -3.419 0.0014 0.0159 0.0144
H 0.335 -4.828 -1.058 0.0023 0.0177 -0.0049
H 0.810 -3.028 0.571 -0.0061 0.0016 -0.0378
H 0.813 -0.672 -0.157 -0.0254 -0.0520 0.0003
O 0.226 1.015 3.000 0.2598 0.1214 -0.2798
Cl 1.344 1.677 2.310 0.0969 -0.1782 0.2282
O 2.536 1.637 3.070 -0.3838 0.0328 -0.2669
O 1.483 1.007 1.015 0.0426 0.2201 0.4887
O 0.906 3.052 2.039 -0.0669 -0.4334 -0.1194
```
Forces are in eV/Å.